# 1
The following is a quantum chemistry calculation of 13 unconnected molecules or ions with the total composition C18H62N2O13, from OMol25.

```
95
C18H62N2O13 (ωB97M-V with the def2-TZVPD basis set)
C -3.4711 0.1025 -1.1153
C -2.6841 0.2745 -2.4763
O -3.1231 1.4365 -3.0943
H -3.1801 0.8515 -0.3623
H -3.2931 -0.8555 -0.5693
H -4.5331 0.2835 -1.1883
H -2.8561 -0.5145 -3.1993
H -1.6341 0.2705 -2.2163
H -3.5271 1.1925 -3.9333
C 2.6739 -3.2705 -2.1803
C 3.1339 -1.8855 -1.8673
O 2.1439 -0.9975 -2.2473
H 3.2859 -3.9685 -1.6003
H 2.9969 -3.4165 -3.2103
H 1.6469 -3.5035 -2.0123
H 4.1009 -1.6485 -2.2353
H 3.2769 -1.6315 -0.7893
H 2.0889 -1.1495 -3.1713
C 2.4319 -2.0215 3.7907
C 1.8819 -1.0915 2.7827
O 2.4329 -1.4485 1.5277
H 2.3139 -1.5975 4.7837
H 3.5399 -2.0495 3.7317
H 1.8769 -2.8985 3.7457
H 2.1999 -0.0725 3.0027
H 0.7459 -1.1765 2.6497
H 1.7369 -1.2285 0.8417
C 0.2269 3.4655 -2.7183
C 1.2509 2.5465 -3.2993
O 0.9999 1.2875 -2.9153
H 0.1669 4.4255 -3.2433
H 0.4969 3.6815 -1.6853
H -0.7571 3.1045 -2.7503
H 2.2769 2.7665 -3.1873
H 1.2529 2.5955 -4.3543
H 1.7769 0.7105 -3.1893
C -2.6851 4.5865 1.7527
C -2.4541 3.2475 1.1087
O -1.8461 3.2995 -0.1793
H -1.7411 5.1575 1.8117
H -3.1341 4.4185 2.7867
H -3.5181 5.0745 1.2857
H -3.3851 2.6235 1.0467
H -1.7431 2.6575 1.7077
H -2.4811 3.6475 -0.8633
C -0.3551 0.0195 0.2647
O -1.1401 -0.0725 1.3447
N -0.1021 1.1815 -0.2633
N 0.3439 -0.9555 -0.2393
H -0.8661 1.8565 -0.1013
H 0.3299 1.2375 -1.2183
H -0.2391 -1.7865 -0.1093
H 1.0549 -0.9535 -1.0173
C 3.8209 1.5025 -0.7903
O 3.1289 1.0995 0.4077
H 4.5719 2.2105 -0.5453
H 3.1479 2.1325 -1.3343
H 4.2969 0.8455 -1.5103
H 2.2189 0.9215 0.1587
C 1.5079 3.4665 1.5977
O 1.1119 2.1985 2.1367
H 2.0509 3.2545 0.6747
H 2.1179 4.0575 2.1987
H 0.6069 4.0595 1.4707
H 0.5559 1.7795 1.5027
C -0.6011 1.5615 4.5017
O -1.8361 2.0475 4.0547
H -0.2221 0.7615 3.8197
H -0.4101 1.2735 5.5577
H 0.1009 2.3685 4.4627
H -2.2441 1.3065 3.6337
C -4.5301 -0.5235 2.2487
O -3.3451 -0.5875 2.9997
H -4.5561 -1.2985 1.4507
H -4.6281 0.4065 1.7537
H -5.3501 -0.7965 2.8897
H -2.6071 -0.4365 2.4157
C 1.9829 -4.4175 1.0327
O 3.3209 -4.3055 1.2807
H 1.6339 -3.9355 0.0377
H 1.4879 -3.7655 1.7527
H 1.7709 -5.4935 1.1187
H 3.3659 -3.4755 1.6867
C -1.0691 -3.7985 -0.4363
O -1.1271 -3.1575 0.7487
H -0.2661 -3.5365 -1.0693
H -1.9641 -3.7215 -1.0923
H -0.9251 -4.9315 -0.3373
H -1.8821 -3.6045 1.1367
C -0.5391 -2.0845 -3.7803
O -1.5371 -3.0745 -3.8593
H 0.4249 -2.4925 -4.0743
H -0.3231 -1.6055 -2.8453
H -0.7931 -1.3475 -4.5913
H -2.4061 -2.6675 -3.6273
```

Summary:
- relative energy (zero: lowest compared OMol25 entry of this formula, charge and spin) (kcal/mol) = 28.0

Computed Mulliken charges, given in elementary charges:
1 C -0.756
2 C 0.768
3 O -0.553
4 H -0.197
5 H 0.053
6 H 0.454
7 H 0.463
8 H -0.645
9 H 0.366
10 C -1.574
11 C -0.166
12 O -0.788
13 H 0.392
14 H 0.472
15 H 0.206
16 H 0.609
17 H 0.049
18 H 0.351
19 C -1.837
20 C 1.058
21 O -0.409
22 H 0.480
23 H 0.321
24 H 0.443
25 H 0.218
26 H -0.381
27 H 0.106
28 C -0.845
29 C -0.516
30 O -0.411
31 H 0.419
32 H 0.149
33 H 0.016
34 H 0.422
35 H 0.465
36 H 0.209
37 C -1.413
38 C 0.397
39 O -0.475
40 H 0.275
41 H 0.299
42 H 0.453
43 H 0.186
44 H -0.086
45 H 0.244
46 C -0.074
47 O -0.576
48 N 2.689
49 N 1.464
50 H -0.243
51 H -1.115
52 H -0.214
53 H -0.444
54 C -0.568
55 O -0.357
56 H 0.439
57 H -0.058
58 H 0.160
59 H 0.221
60 C -0.312
61 O -0.434
62 H -0.042
63 H 0.418
64 H -0.001
65 H 0.053
66 C -0.262
67 O -0.565
68 H -0.045
69 H 0.347
70 H 0.181
71 H 0.285
72 C -0.476
73 O -0.630
74 H 0.158
75 H 0.138
76 H 0.374
77 H 0.478
78 C -0.098
79 O -0.610
80 H -0.171
81 H -0.065
82 H 0.430
83 H 0.317
84 C -0.427
85 O -0.453
86 H -0.224
87 H 0.289
88 H 0.304
89 H 0.306
90 C -0.368
91 O -0.571
92 H 0.430
93 H -0.132
94 H 0.396
95 H 0.367



# 2
The following is a quantum chemistry calculation of 13 unconnected molecules or ions with the total composition C18H62N6O13, from OMol25.

```
99
C18H62N6O13 (ωB97M-V with the def2-TZVPD basis set)
O 0.1794 3.7323 1.1505
H 0.0597 3.8015 0.2034
H 0.8843 4.3486 1.3490
O -2.7930 2.9397 1.1619
H -1.9054 3.0899 1.4874
H -2.9576 3.6715 0.5672
O 2.5220 2.5118 -2.7866
H 2.8051 3.3087 -3.2350
H 1.5671 2.5742 -2.7661
O 5.4337 1.6029 -2.8161
H 4.5232 1.5810 -2.5217
H 5.8147 2.3546 -2.3621
O -0.0662 3.1789 -2.9304
H -0.4905 2.5810 -3.5457
H -0.7815 3.5151 -2.3904
C 3.9597 5.0320 0.6392
O 2.9117 5.2172 1.2908
N 4.1017 4.0186 -0.1869
N 5.1301 5.6147 0.8772
H 3.3480 3.3636 -0.3389
H 4.8878 4.0043 -0.8209
H 6.0142 5.3834 0.4470
H 5.1499 6.3748 1.5420
C -4.7045 -2.3483 -0.4139
O -4.9958 -2.2232 0.7665
N -3.8366 -1.5684 -1.0614
N -5.1098 -3.3089 -1.1706
H -3.5834 -0.6706 -0.6742
H -3.7610 -1.6869 -2.0615
H -5.8289 -3.8579 -0.7215
H -4.7421 -3.3603 -2.1098
C -4.7986 0.6531 2.9735
O -5.5225 -0.0644 3.6744
N -4.4085 1.8804 3.2881
N -4.2170 0.4162 1.8573
H -3.7542 2.4220 2.7418
H -4.8983 2.3149 4.0571
H -4.3272 -0.5459 1.5705
H -3.6046 1.1488 1.5281
C -0.4372 -0.3449 -3.9115
C -1.0244 0.3830 -5.1520
C -2.4490 -0.0738 -5.4626
O -1.2063 1.7603 -4.9396
H -1.1101 -0.1771 -3.0707
H 0.6058 -0.0365 -3.8386
H -0.4716 -1.4259 -4.0470
H -0.5352 0.1552 -6.0991
H -2.8996 0.5886 -6.2017
H -3.0861 -0.0118 -4.5804
H -2.6080 -1.0967 -5.8040
H -0.6742 2.3465 -5.4827
C -0.7330 -3.2768 -1.3922
C -0.9110 -4.7055 -1.0402
C -2.3390 -5.1897 -1.2549
O -0.1082 -5.4103 -1.9463
H -1.3093 -2.6825 -0.6831
H -1.1385 -2.9911 -2.3628
H 0.3236 -3.0618 -1.2323
H -0.4703 -4.9920 -0.0853
H -2.7248 -4.9172 -2.2373
H -3.0200 -4.7864 -0.5054
H -2.4407 -6.2661 -1.1166
H 0.4723 -4.7446 -2.3224
C 2.0358 -0.4931 -0.7698
C 1.0754 0.5712 -0.2810
C -0.2838 0.2027 0.2941
O 1.8379 1.3393 0.6367
H 2.3128 -1.2812 -0.0697
H 2.9926 -0.0708 -1.0767
H 1.5426 -0.9039 -1.6508
H 0.8531 1.1671 -1.1662
H -0.1467 -0.2910 1.2562
H -0.6441 -0.6333 -0.3054
H -1.0081 1.0173 0.2994
H 1.2336 2.0334 0.9099
C -1.3167 1.4448 5.5188
C 0.1308 1.8937 5.5388
C 0.7936 1.8358 4.1747
O 0.2315 3.2242 5.9071
H -1.7674 1.4901 6.5103
H -1.4285 0.4351 5.1236
H -1.8702 2.1144 4.8605
H 0.7043 1.3384 6.2809
H 1.8261 2.1842 4.1997
H 0.2189 2.5384 3.5712
H 0.8068 0.8296 3.7558
H -0.4760 3.3842 6.5360
C 3.7881 -2.9233 2.1561
C 2.8973 -4.0234 1.5458
C 3.5420 -4.4755 0.2658
O 3.1009 -5.1517 2.3769
H 4.8627 -3.0926 2.0870
H 3.4906 -2.7098 3.1827
H 3.7008 -2.0165 1.5576
H 1.8528 -3.7884 1.3410
H 3.5746 -3.6712 -0.4692
H 3.0470 -5.3006 -0.2462
H 4.5375 -4.9194 0.2556
H 4.0415 -5.3419 2.4021
```

Summary:
- ⟨S²⟩ = 0.764
- 2S+1 = 2
- charge = +1
- E (eV) = -55221.754

Computed Mulliken charges, given in elementary charges:
1 O -0.508
2 H 0.241
3 H 0.237
4 O -0.701
5 H 0.279
6 H 0.311
7 O -0.424
8 H 0.292
9 H 0.125
10 O -0.632
11 H 0.316
12 H 0.293
13 O -0.660
14 H 0.418
15 H 0.262
16 C 0.630
17 O -0.682
18 N -0.145
19 N -0.405
20 H 0.094
21 H 0.130
22 H 0.148
23 H 0.234
24 C 0.768
25 O -0.807
26 N -0.164
27 N -0.360
28 H 0.026
29 H 0.111
30 H 0.255
31 H 0.176
32 C 0.726
33 O -0.512
34 N -0.072
35 N 0.171
36 H 0.196
37 H 0.293
38 H 0.095
39 H 0.163
40 C -0.941
41 C 0.546
42 C -1.548
43 O -0.682
44 H 0.109
45 H 0.256
46 H 0.511
47 H 0.279
48 H 0.355
49 H 0.313
50 H 0.394
51 H 0.318
52 C -1.048
53 C 0.940
54 C -1.365
55 O -0.608
56 H 0.108
57 H 0.113
58 H 0.361
59 H 0.212
60 H 0.251
61 H 0.286
62 H 0.443
63 H 0.302
64 C -1.112
65 C 2.328
66 C -0.574
67 O -0.571
68 H -0.045
69 H 0.326
70 H 0.166
71 H -0.891
72 H 0.367
73 H -0.329
74 H 0.283
75 H 0.205
76 C -1.375
77 C 0.528
78 C -1.069
79 O -0.548
80 H 0.417
81 H 0.384
82 H 0.321
83 H 0.230
84 H 0.355
85 H 0.106
86 H 0.343
87 H 0.311
88 C -1.104
89 C 0.458
90 C -1.240
91 O -0.608
92 H 0.346
93 H 0.344
94 H 0.212
95 H 0.168
96 H 0.271
97 H 0.394
98 H 0.401
99 H 0.377